(1)
C42H52CoGe2N2O6S2 | ωB97M-V with the def2-TZVPD basis set

The value obtained for the HOMO energy (alpha / beta) is -0.2763 / -0.2757 Ha. As for the LUMO energy (alpha / beta): -1.02 / -1.53 eV. For the frontier orbital gap (alpha / beta), the calculation gives 6.50 / 5.97 eV.

```
! wB97M-V def2-TZVPD RIJCOSX def2/J DEFGRID3
* xyz 0 2
Co -0.07743 0.53045 0.97881
C 2.86457 -3.01885 1.77921
C 1.47346 -2.50430 2.14907
C 1.24283 -2.63578 3.65501
C 0.38758 -3.22498 1.38966
C 0.53092 -4.59803 1.23400
C -0.45303 -5.36367 0.64495
C -1.60376 -4.74745 0.21360
C -1.80957 -3.37583 0.34882
C -3.16846 -2.93856 -0.18497
C -4.29131 -3.40132 0.75204
C -3.39544 -1.48511 -0.58463
C -0.79081 -2.60619 0.93977
N -1.01973 -1.20387 1.18522
C -2.04145 -0.95002 1.95512
C -2.46848 0.38509 2.12512
C -3.45802 0.96033 2.91600
C -3.39922 2.31963 2.64605
C -2.37562 2.53325 1.70826
N -1.80837 1.34559 1.36556
C -2.07067 3.91392 1.17248
C -1.11221 3.90414 0.00022
C -1.49878 4.78658 2.29521
C -3.39185 4.53197 0.67806
H 3.62109 -2.29229 2.04767
H 2.95454 -3.22458 0.71609
H 3.10061 -3.93754 2.31965
H 1.41624 -1.43737 1.92224
H 1.16305 -3.68561 3.93845
H 0.33427 -2.12036 3.96553
H 2.07654 -2.19799 4.20322
H 1.43253 -5.07091 1.59154
H -0.32375 -6.42931 0.52702
H -2.37686 -5.33777 -0.25777
H -3.26851 -3.52484 -1.10660
H -4.25516 -2.86335 1.69935
H -4.22798 -4.46569 0.97182
H -5.26366 -3.20263 0.30082
H -3.80319 -0.88559 0.22779
H -4.12359 -1.45523 -1.39449
H -2.48156 -0.99111 -0.91855
H -2.56358 -1.76920 2.44809
H -4.11796 0.44662 3.58823
H -4.02977 3.08264 3.05996
H -0.13099 3.53694 0.26384
H -0.99994 4.91840 -0.38389
H -1.52289 3.28715 -0.78860
H -0.59337 4.34752 2.71261
H -2.21802 4.90721 3.10459
H -1.25623 5.77381 1.90549
H -3.78592 3.97565 -0.17402
H -3.22636 5.56365 0.36654
H -4.15382 4.53489 1.45224
O 1.03099 2.80922 3.88882
S 1.20293 1.81979 2.87536
O 0.88925 2.24700 1.48329
O 0.46462 0.54855 3.03810
C 2.91032 1.31284 2.93766
C 3.45527 1.31500 4.21335
C 4.72363 0.80028 4.44429
C 5.45301 0.28042 3.39415
C 4.91588 0.28266 2.11577
C 3.64738 0.78828 1.88068
S 3.19425 0.87259 0.16224
O 3.09461 2.25156 -0.18669
O 4.10833 0.03633 -0.55464
O 1.79632 0.16395 0.07073
H 2.87363 1.72508 5.02406
H 5.13304 0.81043 5.44370
H 6.44063 -0.12553 3.55959
H 5.48086 -0.10789 1.28229
C -3.02651 1.41596 -2.16485
Ge -1.27648 1.56145 -3.02201
C -0.96388 3.39073 -3.63300
C -1.02404 0.40392 -4.57113
Ge 0.61154 0.46427 -1.54751
C 1.91622 1.18706 -2.83321
C 2.16755 2.55762 -2.88021
C 2.98736 3.10489 -3.85021
C 3.57149 2.28404 -4.80356
C 3.33292 0.92212 -4.77822
C 2.51882 0.37803 -3.79470
C 0.54948 -1.46772 -1.88840
C -0.63042 -2.07961 -2.30163
C -0.68510 -3.44015 -2.56609
C 0.44604 -4.21781 -2.39768
C 1.62902 -3.62857 -1.98002
C 1.68020 -2.26779 -1.72449
H -3.62921 2.25877 -2.50382
H -2.95323 1.46075 -1.08312
H -3.52121 0.49355 -2.44974
H -1.41775 3.42605 -4.62590
H 0.08223 3.64311 -3.73053
H -1.45431 4.11303 -2.99588
H -1.94420 0.51890 -5.14386
H -0.88021 -0.64034 -4.33234
H -0.18199 0.75092 -5.16131
H 1.72708 3.20763 -2.13540
H 3.17995 4.16828 -3.85849
H 4.21785 2.70696 -5.56062
H 3.79006 0.27747 -5.51693
H 2.34724 -0.69058 -3.78846
H -1.53696 -1.49593 -2.42418
H -1.61615 -3.89406 -2.87899
H 0.40457 -5.28299 -2.57928
H 2.51469 -4.23284 -1.84310
H 2.61144 -1.82785 -1.39535
*
```

(2)
C42H52F4O6 | ωB97M-V with the def2-TZVPD basis set

The value obtained for the HOMO energy is -0.3284 Ha. As for the LUMO energy: 0.45 eV. For the frontier orbital gap, the calculation gives 9.38 eV. Its structure (SMILES) is CCCC[C@]1(CCCCCCCOC)OC(=O)O[C@H]1CCOC=O.Fc1ccccc1.Fc1ccccc1.Fc1ccccc1.Fc1ccccc1.

```
! wB97M-V def2-TZVPD RIJCOSX def2/J DEFGRID3
* xyz 0 1
C -2.66160 2.54036 1.42993
C -2.06125 3.11300 2.72776
C -0.84539 4.04270 2.56538
C 0.16062 3.70852 1.45595
C 0.84802 2.31712 1.56225
C 0.46126 1.38682 0.38419
C -0.02905 -0.03350 0.73579
C 1.04762 -1.11498 0.56918
C 0.47197 -2.53174 0.77370
C 0.80973 -3.14090 2.13576
C 2.31407 -3.42099 2.31066
C 2.88921 -2.99112 3.65809
O 1.94486 -3.21654 4.68407
C 2.25289 -2.57622 5.90762
O 0.53795 1.73256 2.83808
C 1.58838 0.95864 3.20944
O 1.49995 0.01879 3.93479
O 2.71608 1.43259 2.66963
C 2.37532 2.49947 1.73108
C 3.28621 2.35702 0.52999
C 2.92684 3.26390 -0.64445
O 3.69613 4.48292 -0.52719
C 3.76870 5.16973 -1.69864
O 4.60855 4.95165 -2.52455
H -2.54293 1.45797 1.39412
H -3.73846 2.72520 1.40617
H -2.25755 2.99827 0.52809
H -1.76339 2.28784 3.37494
H -2.82901 3.65978 3.27809
H -0.30953 4.10696 3.51538
H -1.21000 5.05498 2.35914
H -0.30881 3.84070 0.48138
H 0.94018 4.47446 1.51430
H -0.30811 1.87938 -0.21050
H 1.30888 1.25250 -0.28878
H -0.82217 -0.27850 0.02109
H -0.48185 -0.08093 1.72695
H 1.84998 -0.93495 1.29137
H 1.45235 -1.02053 -0.44323
H -0.61654 -2.47736 0.67046
H 0.83006 -3.18223 -0.02509
H 0.43347 -2.49204 2.92912
H 0.27634 -4.09108 2.21274
H 2.51692 -4.47845 2.13274
H 2.86218 -2.86634 1.54268
H 3.79666 -3.57719 3.87121
H 3.19394 -1.93920 3.62491
H 1.49788 -1.81599 6.12431
H 2.24483 -3.31499 6.71432
H 3.23349 -2.09628 5.87435
H 2.64235 3.41487 2.26363
H 3.30453 1.32039 0.18645
H 4.31011 2.58525 0.83098
H 3.22567 2.76256 -1.56073
H 1.85882 3.48891 -0.66252
H 3.01095 5.95439 -1.85155
F 2.66102 1.26171 -3.09831
C 1.90171 1.98861 -3.95146
C 2.42433 3.15282 -4.48285
C 1.64024 3.89228 -5.35720
C 0.35817 3.46842 -5.67832
C -0.14408 2.29975 -5.12368
C 0.62910 1.54672 -4.25192
H 3.42401 3.46781 -4.21405
H 2.03499 4.80343 -5.78611
H -0.24951 4.04877 -6.35925
H -1.14424 1.96935 -5.36962
H 0.25880 0.62966 -3.81303
F 4.17205 11.78575 -0.86526
C 4.71393 10.62094 -1.27549
C 4.47129 10.19164 -2.56492
C 5.03374 8.99329 -2.98147
C 5.81748 8.24610 -2.11265
C 6.04253 8.70038 -0.82017
C 5.49099 9.89981 -0.39164
H 3.85448 10.78892 -3.22263
H 4.85900 8.64200 -3.98970
H 6.24825 7.31009 -2.44105
H 6.64944 8.11835 -0.13957
H 5.65702 10.27618 0.60857
F -0.56897 -5.11014 -0.45894
C -1.72419 -5.78235 -0.27079
C -2.89392 -5.06479 -0.12489
C -4.07791 -5.76231 0.06913
C -4.07972 -7.15017 0.11900
C -2.88584 -7.84361 -0.02859
C -1.69413 -7.16126 -0.22763
H -2.86966 -3.98393 -0.16093
H -5.00468 -5.21507 0.18271
H -5.00251 -7.69406 0.27000
H -2.88123 -8.92474 0.01262
H -0.75401 -7.68222 -0.34844
F -6.44198 -9.32335 0.05184
C -7.58564 -9.34117 -0.66933
C -8.04576 -10.54771 -1.15423
C -9.22042 -10.55803 -1.89233
C -9.90639 -9.37604 -2.13613
C -9.41785 -8.17640 -1.63751
C -8.24714 -8.15137 -0.89335
H -7.49143 -11.45467 -0.95524
H -9.60021 -11.49464 -2.27754
H -10.82048 -9.39035 -2.71388
H -9.94856 -7.25339 -1.82806
H -7.85046 -7.22918 -0.49070
*
```

Number 1: E -8525.581192 hartree. Number 2: E -2482.470881 hartree.